{
  "formula": "C9H15N2",
  "method": "ωB97M-V/def2-TZVPD",
  "total_charge": 1,
  "de_lowest_kj_mol": 602.4,
  "multiplicity": 1,
  "homo_lumo_gap_ev": [7.9877, 7.9887],
  "homo_ev": [-11.208, -11.209],
  "species": ["C", "C", "C", "C", "C", "C", "C", "C", "C", "N", "N", "H", "H", "H", "H", "H", "H", "H", "H", "H", "H", "H", "H", "H", "H", "H"],
  "positions_angstrom": [[-1.87577, -2.49189, -0.36228], [-0.52432, -2.59581, -0.42153], [-2.67025, -1.31871, -0.20380], [0.43123, -1.56996, -0.56580], [-2.36023, -0.10576, 0.22952], [0.19626, -0.36758, -0.08265], [0.62725, 1.66190, 1.06857], [1.29293, 1.47948, -1.21557], [2.52587, 0.17981, 0.32097], [-2.55855, 0.97455, 0.92712], [1.10582, 0.75633, 0.02632], [-2.37315, -3.37036, -0.43268], [-0.13007, -3.57742, -0.37054], [-3.76158, -1.40905, -0.68037], [1.41999, -1.86228, -0.75936], [1.32803, 2.53482, 1.07537], [-0.33048, 1.95471, 0.72524], [0.54176, 1.18127, 2.11862], [1.72822, 0.86056, -2.07088], [0.27343, 1.82104, -1.53732], [1.96273, 2.42759, -1.14374], [3.29679, 0.92153, 0.48452], [2.38243, -0.65313, 1.12916], [2.82267, -0.18676, -0.60452], [-3.19039, 0.97236, 1.76535], [-2.16061, 1.78276, 0.58028]],
  "forces_ev_per_a": [[2.7, 1.8, 0.3], [-1.8, -0.1, -0.2], [-2.8, 1.1, -1.4], [0.8, 1.0, 1.0], [1.9, -0.9, -0.1], [-4.0, 1.1, 0.9], [1.2, 0.4, 1.9], [-0.2, 2.2, -3.1], [-1.4, -0.8, 2.3], [-2.1, -2.5, 1.0], [3.7, -1.6, 0.4], [-1.8, -2.5, 0.0], [0.2, -0.9, -0.4], [2.1, 0.4, 1.4], [1.3, -0.7, -0.8], [-0.7, -0.7, 0.3], [-0.7, 0.5, 0.0], [0.3, 0.6, -2.0], [-0.7, 0.5, 1.5], [0.9, -0.2, 0.1], [-1.1, -1.7, 0.4], [-0.4, 0.6, 0.9], [0.6, 1.8, -1.5], [0.4, -1.5, -1.4], [1.1, 0.1, -1.1], [0.4, 2.1, -0.4]]
}